[1]
# C29H39GeN4O4SeW

A molecular structure, C29H39GeN4O4SeW in a non-equilibrium geometry (wB97M-V/def2-TZVPD, the Open Molecules 2025 dataset).

Each line ends with the Löwdin charge.
Atoms and positions in Å:
W -0.145 0.040 0.022  1.239
C -3.251 1.162 0.393  -0.169
C -3.294 -0.120 -0.455  -0.159
N -1.993 -0.673 -0.970  -0.166
C -1.720 -0.487 -2.429  -0.192
C -0.384 -1.135 -2.771  -0.171
N 0.736 -0.614 -1.911  -0.177
C 1.721 0.342 -2.530  -0.164
C 2.047 1.646 -1.778  -0.202
C 2.560 1.659 -0.334  -0.169
N 1.621 1.183 0.740  -0.165
C 1.157 2.164 1.793  -0.151
C -0.354 2.400 1.753  -0.185
N -1.044 1.078 1.735  -0.169
C -2.543 1.063 1.749  -0.169
H -4.295 1.417 0.603  0.115
H -2.864 1.987 -0.188  0.067
H -3.976 0.041 -1.294  0.116
H -3.716 -0.922 0.158  0.104
H -2.012 -1.664 -0.785  0.070
H -1.659 0.573 -2.615  0.091
H -2.519 -0.897 -3.057  0.119
H -0.174 -1.006 -3.835  0.115
H -0.451 -2.205 -2.568  0.110
H 1.258 -1.408 -1.586  0.075
H 1.347 0.647 -3.508  0.110
H 2.645 -0.221 -2.693  0.108
H 1.201 2.316 -1.843  0.010
H 2.831 2.126 -2.375  0.123
H 2.853 2.688 -0.119  0.110
H 3.457 1.041 -0.249  0.110
H 2.092 0.435 1.216  0.072
H 1.673 3.119 1.696  0.115
H 1.418 1.732 2.761  0.104
H -0.601 2.929 0.848  0.069
H -0.673 3.025 2.593  0.123
H -0.756 0.583 2.566  0.069
H -2.921 1.844 2.420  0.115
H -2.794 0.098 2.200  0.101
C 0.230 -1.559 0.944  -0.469
Ge -0.538 -2.603 2.272  0.769
C 0.440 -4.207 2.856  -0.280
C -0.091 -5.025 3.858  -0.113
C 0.582 -6.165 4.286  -0.106
C 1.807 -6.505 3.716  -0.116
C 2.348 -5.702 2.720  -0.107
C 1.667 -4.561 2.295  -0.114
C -2.271 -3.332 1.640  -0.262
C -3.535 -3.177 2.215  -0.110
C -4.687 -3.655 1.587  -0.104
C -4.596 -4.297 0.363  -0.111
C -3.347 -4.472 -0.226  -0.097
C -2.203 -3.995 0.409  -0.135
C -0.672 -1.539 3.937  -0.275
C 0.532 -0.956 4.342  -0.130
C 0.589 -0.070 5.416  -0.099
C -0.572 0.262 6.106  -0.109
C -1.775 -0.308 5.725  -0.096
C -1.820 -1.200 4.651  -0.112
H -1.048 -4.771 4.313  0.098
H 0.155 -6.788 5.063  0.092
H 2.334 -7.393 4.048  0.091
H 3.301 -5.963 2.274  0.091
H 2.091 -3.934 1.513  0.084
H -3.644 -2.670 3.165  0.066
H -5.655 -3.513 2.053  0.096
H -5.490 -4.661 -0.131  0.094
H -3.265 -4.976 -1.183  0.096
H -1.233 -4.121 -0.069  0.097
H 1.442 -1.192 3.797  0.098
H 1.537 0.368 5.708  0.097
H -0.536 0.964 6.931  0.095
H -2.686 -0.054 6.255  0.096
H -2.777 -1.628 4.380  0.066
O 0.306 4.203 -1.016  -0.490
Se -0.804 3.325 -1.834  0.770
O -0.377 2.982 -3.369  -0.490
O -0.753 1.801 -1.058  -0.628
O -2.339 3.837 -1.648  -0.497

Values from the calculation:
Total charge: -1
HOMO-LUMO gap, eV: 5.3
DFT total energy, eV: -168541.9211
Max |F|, eV/Å: 2.853
Highest occupied orbital energy, eV: -2.8937
Energy above the lowest of the compared OMol25 structures with the same formula, charge and spin, eV: 0.809



[2]
# C29H39N3ORuSi2Te

A molecular structure, C29H39N3ORuSi2Te in a non-equilibrium geometry (wB97M-V/def2-TZVPD, the Open Molecules 2025 dataset).

Each line ends with the Mulliken spin population.
Atoms and positions in Å:
Ru -0.303 -0.357 0.289  0.524
N 2.347 -0.226 0.002  -0.017
C 3.184 -0.006 1.162  -0.025
C 4.507 0.375 0.972  0.008
C 5.355 0.570 2.046  -0.003
C 4.882 0.373 3.332  0.001
C 3.572 -0.017 3.527  -0.006
C 2.701 -0.210 2.455  0.047
C 1.303 -0.570 2.775  0.061
C 1.050 -1.600 3.684  0.073
C -0.241 -1.866 4.113  -0.062
C -1.303 -1.093 3.676  0.060
C -1.075 -0.050 2.780  -0.139
C 0.221 0.187 2.312  0.455
H 2.576 0.469 -0.709  -0.001
H 2.589 -1.135 -0.401  -0.003
H 4.880 0.507 -0.036  0.000
H 6.377 0.870 1.876  -0.001
H 5.532 0.519 4.180  0.000
H 3.196 -0.161 4.528  0.000
H 1.878 -2.187 4.056  0.002
H -0.417 -2.672 4.809  -0.001
H -2.302 -1.274 4.046  -0.002
H -1.888 0.642 2.550  0.007
O -2.332 0.106 -0.292  -0.002
C -3.152 1.077 -0.184  0.016
C -4.546 0.792 -0.150  -0.015
C -5.481 1.784 -0.046  0.009
C -5.083 3.118 0.030  -0.013
C -3.743 3.435 0.009  0.007
C -2.750 2.455 -0.100  -0.020
C -1.356 2.838 -0.089  0.005
N -0.284 2.049 -0.066  -0.014
C 0.807 2.855 0.005  -0.010
C 0.413 4.161 0.007  -0.004
N -0.945 4.136 -0.053  0.001
H -4.834 -0.246 -0.212  -0.001
H -6.531 1.533 -0.015  0.000
H -5.820 3.900 0.103  -0.001
H -3.468 4.476 0.095  0.000
H 1.802 2.465 0.081  0.003
H 0.972 5.072 0.052  0.000
H -1.532 4.952 -0.079  0.000
C 0.378 -7.784 0.905  0.000
Si 0.921 -6.068 0.292  0.001
C 2.461 -5.483 1.254  0.000
C 1.273 -6.164 -1.580  0.000
C -0.426 -4.728 0.619  0.002
Te 0.380 -2.929 -0.268  0.014
C -0.852 -3.018 -2.030  -0.002
Si -0.039 -1.954 -3.398  0.003
C -0.224 -0.132 -2.864  0.049
C -0.906 -2.308 -5.052  0.001
C 1.817 -2.402 -3.518  -0.001
H 1.180 -8.494 0.726  0.000
H -0.500 -8.146 0.380  0.000
H 0.166 -7.794 1.969  0.000
H 3.307 -6.137 1.074  0.000
H 2.276 -5.487 2.324  0.000
H 2.755 -4.474 0.970  0.000
H 2.089 -6.851 -1.777  0.000
H 1.543 -5.196 -1.996  0.000
H 0.412 -6.536 -2.127  0.000
H -0.593 -4.570 1.681  0.001
H -1.383 -4.941 0.152  0.000
H -1.835 -2.632 -1.767  -0.002
H -0.956 -4.061 -2.316  -0.001
H -1.274 0.157 -2.846  -0.003
H 0.294 0.556 -3.524  0.005
H 0.182 0.025 -1.843  -0.006
H -1.968 -2.087 -5.010  0.000
H -0.794 -3.351 -5.337  0.000
H -0.473 -1.706 -5.845  0.000
H 2.302 -2.434 -2.542  -0.001
H 2.355 -1.690 -4.136  0.000
H 1.946 -3.379 -3.972  0.000

Values from the calculation:
Total charge: +1
⟨S²⟩: 0.95
2S+1: 2
HOMO-LUMO gap (spin up / spin down), eV: 5.8 / 6.1
DFT total energy, eV: -62848.1754
Max |F|, eV/Å: 4.476
Highest occupied orbital energy (spin up / spin down), eV: -9.7782 / -9.7763
Energy above the lowest of the compared OMol25 structures with the same formula, charge and spin, eV: 0.000



[3]
# C29H40AlN3O2S2Si

A molecular structure, C29H40AlN3O2S2Si (wB97M-V/def2-TZVPD, the Open Molecules 2025 dataset).

Each line ends with the Löwdin charge.
Atoms and positions in Å:
Al -0.189 0.122 0.611  0.375
O -0.134 -4.938 -0.982  0.060
C 1.167 -4.552 -0.996  -0.249
C 2.168 -5.495 -1.219  -0.026
C 3.499 -5.126 -1.227  -0.078
C 3.858 -3.803 -1.004  -0.080
C 2.868 -2.868 -0.777  -0.016
C 1.514 -3.209 -0.772  -0.061
C 0.547 -2.121 -0.499  -0.384
O 1.053 -0.972 -0.132  -0.055
N -0.731 -2.324 -0.614  0.066
N -1.454 -1.155 -0.286  -0.093
C -2.720 -1.348 -0.386  -0.871
S -3.866 -0.069 -0.072  0.969
C -5.265 -0.952 -0.814  -0.501
C -5.089 -2.421 -0.493  -0.514
S -3.373 -2.895 -0.846  0.992
H -0.166 -5.892 -1.112  0.108
H 1.887 -6.529 -1.387  0.114
H 4.257 -5.877 -1.405  0.106
H 4.897 -3.506 -1.005  0.102
H 3.125 -1.834 -0.591  0.119
H -5.270 -0.773 -1.888  0.082
H -6.176 -0.548 -0.376  0.083
H -5.737 -3.043 -1.110  0.080
H -5.307 -2.615 0.557  0.080
C 1.861 -2.028 3.215  -0.098
C 0.398 -1.802 3.622  -0.611
C 0.280 -2.065 5.131  -0.092
C -0.425 -2.889 2.909  -0.093
Si -0.154 -0.019 3.088  0.804
C -1.895 0.411 3.823  -0.623
C -2.540 1.565 3.047  -0.118
C -1.869 0.799 5.307  -0.090
C -2.836 -0.792 3.666  -0.106
C 1.167 1.317 3.582  -0.619
C 0.580 2.727 3.421  -0.100
C 1.696 1.194 5.016  -0.093
C 2.374 1.251 2.629  -0.099
H 2.122 -3.078 3.389  0.087
H 2.552 -1.425 3.802  0.062
H 2.040 -1.818 2.158  0.066
H 0.693 -3.054 5.360  0.087
H -0.760 -2.070 5.461  0.062
H 0.819 -1.338 5.738  0.065
H 0.079 -3.854 3.028  0.088
H -0.542 -2.720 1.836  0.053
H -1.425 -2.998 3.329  0.063
H -1.988 2.499 3.118  0.064
H -3.551 1.742 3.432  0.090
H -2.649 1.321 1.989  0.005
H -1.318 1.725 5.481  0.064
H -1.424 0.026 5.933  0.067
H -2.893 0.961 5.663  0.086
H -2.826 -1.203 2.652  0.057
H -3.863 -0.480 3.886  0.087
H -2.588 -1.600 4.354  0.064
H -0.206 2.939 4.146  0.063
H 0.178 2.899 2.421  0.067
H 1.375 3.462 3.582  0.087
H 0.900 1.211 5.762  0.068
H 2.364 2.036 5.233  0.086
H 2.274 0.281 5.163  0.063
H 2.085 1.290 1.575  0.047
H 2.982 0.361 2.771  0.066
H 3.017 2.121 2.802  0.090
N 0.371 6.827 -2.407  0.148
C 0.259 5.778 -1.951  -0.187
C 0.121 4.464 -1.381  -0.240
C -1.077 4.083 -0.786  -0.030
C -1.192 2.816 -0.237  -0.107
C -0.140 1.891 -0.263  -0.190
C 1.045 2.309 -0.882  -0.097
C 1.188 3.573 -1.433  -0.028
H -1.906 4.778 -0.756  0.118
H -2.139 2.562 0.224  0.069
H 1.891 1.631 -0.948  0.100
H 2.116 3.871 -1.901  0.118

Values from the calculation:
HOMO-LUMO gap, eV: 7.9
DFT total energy, eV: -75435.4708
Max |F|, eV/Å: 0.418
Highest occupied orbital energy, eV: -7.9942